1.
{"formula": "C3H9OS", "method": "ωB97M-V with the def2-TZVPD basis set", "symbols": ["C", "O", "H", "H", "H", "C", "S", "C", "H", "H", "H", "H", "H", "H"], "coordinates": [[1.69138, 1.92605, -1.13571], [1.69217, 1.72309, 0.32449], [2.53379, 1.37153, -1.52775], [1.75260, 3.00652, -1.41762], [0.66301, 1.69005, -1.37294], [-1.66546, -2.10657, 1.25540], [0.00335, -1.02659, 1.21801], [-0.49188, -0.23371, -0.26869], [-2.45957, -1.37766, 1.31043], [-1.51569, -2.80123, 0.42399], [-1.65466, -2.61195, 2.22034], [-0.40861, -0.98853, -1.02754], [1.11172, 0.88088, 0.32022], [-1.25216, 0.54812, -0.32264]], "forces_ev_per_angstrom": [[-0.399, 1.576, 2.227], [-0.122, -0.363, -1.529], [-0.276, -0.290, -0.762], [0.544, -0.502, 0.579], [0.154, -0.960, -1.102], [2.446, 0.183, 1.777], [-3.119, -0.372, -0.865], [1.958, 0.248, 0.597], [-0.174, -0.009, -0.797], [-0.670, 0.445, 0.084], [-0.212, -0.651, 0.120], [-0.308, 0.180, -0.867], [0.231, 0.930, 0.182], [-0.055, -0.415, 0.355]], "nbo_charge": [-0.2820, -0.8230, 0.1573, 0.1356, 0.2111, -0.7566, 0.0682, -1.0988, 0.1998, 0.1972, 0.1652, 0.1622, 0.4901, 0.1737], "charge": -1, "molar_mass_g_mol": 93.17, "homo_energy_ev": -1.78, "e_above_lowest_ev": 3.6187, "lumo_ev": 4.1, "homo_lumo_gap_ev": 5.83}

=====

2.
{"formula": "C5H14NOS", "method": "ωB97M-V with the def2-TZVPD basis set", "symbols": ["C", "N", "C", "C", "S", "C", "C", "H", "H", "H", "H", "H", "H", "H", "H", "H", "H", "H", "H", "H", "H", "O"], "coordinates": [[1.45099, 0.54355, 0.84318], [0.39037, -0.42648, 0.53985], [-0.53399, -0.20046, -0.62689], [-0.71001, 1.21053, -1.13553], [-1.52784, 1.33182, -2.69364], [-1.86520, -0.91275, -0.28829], [1.13141, 1.96562, 1.31562], [1.96869, 0.10180, 1.70149], [2.16388, 0.52423, 0.02826], [-0.22404, -0.42110, 1.35102], [-0.13252, -0.78728, -1.46041], [-1.32642, 1.77356, -0.40824], [0.22341, 1.75284, -1.04205], [-1.94557, -1.81465, -0.89807], [-2.73742, -0.27967, -0.44476], [-1.91578, -1.19419, 0.76384], [0.63200, 2.63738, 0.62536], [0.52678, 1.89307, 2.21797], [2.05266, 2.42598, 1.66467], [0.35874, -2.71321, -0.67304], [1.25741, -3.90361, -0.32579], [0.76246, -3.50699, -1.05458]], "forces_ev_per_angstrom": [[0.318, -0.460, 0.161], [-1.148, 1.072, -0.022], [0.296, -1.453, 0.290], [-0.227, 0.394, 1.353], [0.038, 0.168, -0.249], [0.113, 0.140, -0.064], [-0.165, -0.250, 0.414], [0.166, -0.092, -0.207], [0.173, 0.182, -0.299], [0.169, -0.171, 0.020], [0.333, 0.288, -0.049], [-0.185, -0.079, -0.257], [0.262, 0.099, -0.815], [-0.323, 0.073, 0.184], [0.009, 0.018, -0.328], [0.149, -0.152, 0.018], [0.082, -0.021, -0.080], [-0.330, 0.043, 0.044], [0.199, 0.135, -0.213], [0.275, -0.149, 0.079], [-0.131, 0.159, -0.161], [-0.074, 0.057, 0.180]], "nbo_charge": [-0.2306, -0.6208, -0.0745, -0.6361, 0.1511, -0.6223, -0.6336, 0.1994, 0.1922, 0.3424, 0.1851, 0.2399, 0.2399, 0.2270, 0.2157, 0.2036, 0.2013, 0.2020, 0.2190, 0.4763, 0.4686, -0.9454], "molar_mass_g_mol": 136.24, "multiplicity": 2, "homo_energy_ev": [-9.17, -8.92], "e_above_lowest_ev": 0.3395, "lumo_ev": [0.9, -2.0], "homo_lumo_gap_ev": [10.03, 6.91]}

=====

3.
{"formula": "C43H46IrN3P2Si", "method": "ωB97M-V with the def2-TZVPD basis set", "symbols": ["Ir", "C", "Si", "C", "C", "C", "C", "C", "C", "P", "C", "C", "C", "C", "C", "C", "C", "C", "C", "C", "C", "C", "C", "C", "C", "C", "C", "C", "P", "C", "C", "C", "C", "C", "C", "C", "C", "C", "C", "C", "C", "H", "H", "H", "H", "H", "H", "H", "H", "H", "H", "H", "H", "H", "H", "H", "H", "H", "H", "H", "H", "H", "H", "H", "H", "H", "H", "H", "H", "H", "H", "H", "C", "C", "N", "C", "C", "N", "C", "C", "N", "H", "H", "H", "H", "H", "H", "H", "H", "H", "H", "H", "H", "H", "H", "H"], "coordinates": [[0.11267, 0.02929, -0.18300], [-2.76146, 0.62459, 2.21759], [-1.13694, -0.28623, 1.91841], [0.11514, 0.25287, 3.23280], [-0.35708, 0.76547, 4.44227], [0.51674, 1.33990, 5.35438], [1.87827, 1.37158, 5.08566], [2.36749, 0.82440, 3.91034], [1.48232, 0.29600, 2.96885], [2.16966, -0.44904, 1.45297], [3.12517, -1.80578, 2.19824], [2.43834, -2.76465, 2.94966], [3.14232, -3.72152, 3.65475], [4.53250, -3.73796, 3.61215], [5.21581, -2.79280, 2.86020], [4.52006, -1.83797, 2.13645], [3.42670, 0.63216, 0.71375], [4.04268, 0.12559, -0.44110], [5.00765, 0.86646, -1.10162], [5.36977, 2.11820, -0.61329], [4.76027, 2.62759, 0.52497], [3.77833, 1.89687, 1.18284], [-1.58154, -2.13427, 1.94003], [-2.24554, -2.63200, 3.06093], [-2.90847, -3.84911, 3.00638], [-2.89660, -4.59036, 1.83159], [-2.18216, -4.13958, 0.73560], [-1.51803, -2.90964, 0.79000], [-0.55246, -2.41785, -0.67604], [0.55693, -3.84169, -0.84362], [0.71435, -4.57784, -2.01882], [1.55702, -5.67754, -2.02922], [2.26215, -6.03481, -0.88820], [2.11106, -5.29896, 0.28207], [1.27426, -4.20086, 0.30301], [-1.70174, -2.43218, -2.08085], [-3.08109, -2.49172, -1.87948], [-3.93858, -2.57606, -2.96672], [-3.43054, -2.57228, -4.25829], [-2.06358, -2.44355, -4.46929], [-1.19916, -2.36016, -3.38928], [-3.21396, 0.26913, 3.14506], [-3.49151, 0.43759, 1.42720], [-2.62243, 1.70336, 2.32333], [-1.41266, 0.72283, 4.67918], [0.12991, 1.74704, 6.27904], [2.56219, 1.81642, 5.79624], [3.43509, 0.80519, 3.72998], [1.35506, -2.73983, 3.01074], [2.61464, -4.46118, 4.24178], [5.08426, -4.47932, 4.17395], [6.29704, -2.79159, 2.83786], [5.07148, -1.10404, 1.56990], [3.77455, -0.86440, -0.79855], [5.48714, 0.47399, -1.98860], [6.13609, 2.69473, -1.11402], [5.05316, 3.59568, 0.90927], [3.29452, 2.30616, 2.05965], [-2.25947, -2.06303, 3.98404], [-3.43671, -4.21290, 3.87754], [-3.43442, -5.52706, 1.77203], [-2.15203, -4.73288, -0.17081], [0.15341, -4.33932, -2.90814], [1.66035, -6.25999, -2.93452], [2.92801, -6.88667, -0.91237], [2.65358, -5.58382, 1.17360], [1.14914, -3.63242, 1.21638], [-3.48476, -2.49077, -0.87712], [-5.00352, -2.65146, -2.79324], [-4.09932, -2.66286, -5.10350], [-1.67146, -2.41922, -5.47742], [-0.12986, -2.27964, -3.56467], [0.92197, 3.19946, -0.28561], [-0.46868, 3.04916, 0.33432], [-1.25666, 2.04500, -0.39038], [-1.61609, 2.40292, -1.77090], [-1.53836, 1.17656, -2.66298], [-0.33752, 0.36236, -2.42552], [0.91570, 0.78698, -3.07036], [1.50589, 2.01854, -2.40158], [1.36616, 1.94723, -0.92973], [1.62294, 3.48743, 0.49648], [0.92175, 4.00322, -1.02156], [-0.96516, 4.02403, 0.34478], [-0.37697, 2.71378, 1.36927], [-2.09716, 1.83825, 0.13952], [-0.95490, 3.19461, -2.11417], [-2.63631, 2.78578, -1.82469], [-1.61336, 1.48660, -3.70917], [-2.39209, 0.53419, -2.43739], [-0.56613, -0.55264, -2.80614], [0.76508, 0.99408, -4.13382], [1.62001, -0.04340, -2.98144], [1.01420, 2.91513, -2.77194], [2.55716, 2.09627, -2.68264], [2.27260, 1.69977, -0.54616]], "forces_ev_per_angstrom": [[1.493, -0.154, -2.151], [0.459, 0.272, -0.597], [0.267, -1.115, 0.280], [-0.533, 0.190, -0.771], [0.099, 0.096, 0.089], [-0.146, -0.162, 0.036], [0.110, 0.024, 0.003], [-0.030, -0.122, 0.071], [0.394, 0.169, -0.116], [-1.148, 0.996, 0.495], [-0.250, -0.424, -0.614], [-0.012, 0.220, 0.147], [-0.021, -0.116, 0.009], [0.051, 0.106, -0.055], [0.017, -0.109, 0.069], [-0.160, 0.137, -0.040], [0.050, -0.338, -0.139], [-0.038, -0.054, 0.089], [0.003, 0.044, -0.040], [0.021, 0.047, 0.040], [-0.002, 0.032, -0.042], [-0.070, -0.115, 0.156], [0.260, 0.922, -0.174], [-0.133, -0.127, 0.054], [0.136, 0.088, 0.118], [0.003, -0.091, -0.098], [0.122, -0.021, 0.028], [-0.182, -0.263, -0.327], [-1.130, 0.991, 1.622], [0.572, 0.604, -0.186], [-0.137, 0.050, 0.041], [0.064, -0.075, 0.002], [-0.053, 0.058, -0.045], [0.109, -0.015, -0.011], [-0.156, 0.130, -0.029], [0.327, 0.251, -0.052], [0.106, 0.013, 0.055], [0.032, 0.052, 0.002], [-0.074, 0.021, 0.012], [0.067, 0.082, -0.099], [-0.163, -0.296, 0.036], [0.116, -0.123, 0.030], [-0.022, -0.056, -0.006], [-0.056, 0.022, 0.053], [-0.014, 0.087, -0.005], [0.050, 0.010, 0.018], [-0.003, -0.018, 0.012], [0.020, -0.011, 0.057], [0.005, 0.039, 0.099], [-0.037, 0.031, 0.026], [-0.014, -0.017, 0.004], [0.001, -0.018, -0.009], [0.035, 0.017, -0.054], [0.039, -0.005, -0.060], [0.009, -0.041, 0.016], [0.002, -0.011, -0.016], [-0.011, 0.010, -0.011], [0.050, 0.039, 0.009], [-0.075, 0.027, -0.003], [-0.003, -0.032, -0.011], [0.011, -0.007, 0.021], [0.031, -0.083, 0.039], [0.006, -0.008, -0.047], [-0.004, -0.003, -0.002], [-0.022, -0.026, 0.022], [-0.008, 0.023, 0.030], [-0.039, -0.165, -0.179], [-0.035, -0.074, 0.026], [-0.011, -0.006, -0.054], [-0.003, 0.011, -0.005], [0.002, -0.010, -0.003], [0.017, -0.139, -0.066], [-0.246, 0.183, -0.037], [0.165, 0.263, 0.209], [0.095, -1.276, 0.741], [0.109, -0.186, -0.282], [-0.329, 0.306, 0.066], [-0.064, -0.411, 0.941], [0.375, 0.267, 0.123], [-0.244, -0.157, -0.304], [-0.124, -0.556, 0.739], [0.036, -0.020, -0.033], [0.076, 0.010, 0.002], [-0.091, -0.059, -0.002], [-0.048, -0.034, -0.009], [-0.039, 0.113, -0.009], [-0.007, 0.016, 0.015], [0.047, 0.129, 0.108], [0.054, -0.124, -0.032], [0.016, -0.077, -0.088], [-0.027, 0.079, 0.053], [-0.070, -0.120, -0.004], [-0.054, -0.064, -0.033], [0.005, 0.037, 0.055], [0.003, 0.061, 0.073], [0.003, 0.158, -0.091]], "lowdin_spin": [0.8264, -0.0029, 0.0137, 0.0118, 0.0018, 0.0021, 0.0021, -0.0004, 0.0060, -0.0147, -0.0056, -0.0027, 0.0001, -0.0039, 0.0000, -0.0036, -0.0026, 0.0002, 0.0008, -0.0018, 0.0009, -0.0020, 0.0032, 0.0007, 0.0004, -0.0005, -0.0007, -0.0034, -0.0062, 0.0043, 0.0002, 0.0005, 0.0004, 0.0000, 0.0007, -0.0034, -0.0021, 0.0000, -0.0021, 0.0000, -0.0014, -0.0005, 0.0001, 0.0000, 0.0001, 0.0001, 0.0000, 0.0000, -0.0001, 0.0001, -0.0002, 0.0000, -0.0001, 0.0005, 0.0001, -0.0001, 0.0001, -0.0001, 0.0001, 0.0001, -0.0001, 0.0000, 0.0000, 0.0000, 0.0000, 0.0000, -0.0001, -0.0001, 0.0000, -0.0001, 0.0000, 0.0000, 0.0005, 0.0065, 0.0767, 0.0051, 0.0022, 0.0486, 0.0119, 0.0035, 0.0153, -0.0001, 0.0000, 0.0032, 0.0007, -0.0001, 0.0001, 0.0014, 0.0006, -0.0002, 0.0014, 0.0033, 0.0018, 0.0001, 0.0004, 0.0009], "charge": 3, "molar_mass_g_mol": 887.11, "multiplicity": 2, "homo_energy_ev": [-16.41, -16.39], "e_above_lowest_ev": 1.9872, "lumo_ev": [-9.7, -10.3], "homo_lumo_gap_ev": [6.74, 6.05]}